{"formula": "C9H17BBaF3Si", "method": "the ωB97M-V functional and the def2-TZVPD basis", "elements": ["C", "C", "C", "C", "C", "B", "C", "F", "F", "F", "Si", "C", "C", "C", "H", "H", "H", "H", "H", "H", "H", "H", "H", "H", "H", "H", "H", "H", "H", "H", "H", "Ba"], "positions_angstrom": [[-2.452, 1.461, -2.316], [-1.647, 0.673, -2.657], [-0.733, -0.467, -2.730], [0.824, -0.123, -2.419], [1.079, 0.815, -1.182], [1.415, 0.011, 0.244], [2.456, 0.787, 1.201], [3.487, 1.360, 0.540], [3.049, 0.001, 2.115], [1.860, 1.825, 1.847], [-0.229, -0.226, 1.327], [0.145, -0.716, 3.135], [-1.319, -1.691, 0.653], [-1.305, 1.341, 1.437], [-3.226, 2.094, -1.947], [-0.769, -0.808, -3.784], [-1.158, -1.357, -2.140], [1.254, 0.299, -3.331], [1.383, -1.133, -2.286], [1.922, 1.457, -1.468], [0.250, 1.495, -0.956], [1.936, -1.037, -0.052], [-0.775, -1.093, 3.599], [0.573, 0.123, 3.688], [0.908, -1.505, 3.096], [-2.232, -1.274, 0.124], [-0.638, -2.231, -0.073], [-1.547, -2.415, 1.443], [-0.706, 2.164, 1.027], [-2.214, 1.258, 0.829], [-1.505, 1.570, 2.486], [-0.085, -2.659, -1.450]], "lowdin_charge": [0.163, -0.128, -0.329, -0.242, -0.165, -0.538, -0.618, 0.102, 0.110, 0.091, 0.596, -0.179, -0.278, -0.162, 0.062, 0.127, -0.105, 0.124, 0.014, 0.107, 0.079, 0.052, 0.034, 0.044, 0.035, 0.084, -0.370, 0.062, 0.034, 0.018, 0.041, 2.136], "gap_ev": 6.95, "total_charge": 1, "e_homo_ev": -11.667}

=====

{"formula": "C2H5N3O", "method": "the ωB97M-V functional and the def2-TZVPD basis", "elements": ["H", "N", "C", "N", "C", "N", "O", "H", "H", "H", "H"], "positions_angstrom": [[1.123, 0.270, -2.606], [0.585, -0.643, -2.496], [-0.050, -0.787, -1.390], [0.022, 0.068, -0.340], [-0.560, -0.099, 0.920], [-0.116, 0.885, 1.821], [-1.398, -0.970, 1.194], [-0.736, -1.639, -1.147], [0.538, 0.956, -0.440], [-0.520, 0.846, 2.705], [1.110, 1.115, 1.778]], "lowdin_charge": [0.061, 0.061, -0.304, 0.055, -0.574, 0.096, 0.039, 0.140, 0.148, 0.048, 0.231], "gap_ev": 10.14, "e_homo_ev": -9.848, "smiles": "[H]/N=C\\NC(N)=O"}

=====

{"formula": "C5H13N2", "method": "the ωB97M-V functional and the def2-TZVPD basis", "elements": ["C", "C", "C", "C", "C", "N", "N", "H", "H", "H", "H", "H", "H", "H", "H", "H", "H", "H", "H", "H"], "positions_angstrom": [[1.438, -0.921, 0.982], [1.116, 0.197, 0.143], [2.056, 1.315, -0.218], [-2.750, -0.816, -0.373], [-1.176, 1.055, -0.045], [1.400, -1.076, -0.483], [-2.096, 0.243, 0.451], [2.446, -0.853, 1.357], [0.554, -1.310, 1.375], [2.453, 1.765, 0.796], [1.571, 2.076, -0.695], [2.951, 1.103, -0.848], [-3.856, -0.455, -0.218], [-2.352, -0.643, -1.311], [-2.729, -1.875, -0.083], [-1.089, 1.211, -1.055], [-0.808, 1.774, 0.721], [2.253, -1.229, -0.955], [-2.144, 0.111, 1.451], [0.762, -1.672, -0.992]], "lowdin_charge": [0.018, -0.208, -0.017, -0.054, -0.152, 0.140, -0.136, 0.149, 0.119, 0.144, 0.041, 0.109, 0.131, 0.040, 0.080, 0.039, 0.095, 0.155, 0.129, 0.178], "gap_ev": [5.60, 8.46], "total_charge": 1, "multiplicity": 3, "e_homo_ev": [-8.786, -13.900], "s2": 2.01}

=====

{"formula": "C17H21LiN2Se", "method": "the ωB97M-V functional and the def2-TZVPD basis", "elements": ["Li", "Se", "C", "C", "C", "N", "C", "C", "H", "H", "H", "H", "C", "C", "C", "C", "C", "C", "C", "C", "C", "C", "C", "C", "N", "H", "H", "H", "H", "H", "H", "H", "H", "H", "H", "H", "H", "H", "H", "H", "H", "H"], "positions_angstrom": [[-0.333, 0.610, 0.568], [-0.520, 1.136, 3.181], [-0.694, 0.869, 5.032], [-0.359, 1.866, 5.962], [-0.511, 1.634, 7.316], [-0.968, 0.496, 7.848], [-1.287, -0.455, 6.964], [-1.175, -0.326, 5.592], [0.017, 2.816, 5.605], [-0.249, 2.410, 8.031], [-1.659, -1.383, 7.392], [-1.453, -1.142, 4.938], [-2.420, 0.870, -3.560], [-0.995, 1.134, -4.063], [-0.548, 2.539, -3.643], [-0.028, 0.064, -3.602], [0.612, -0.694, -4.559], [1.525, -1.719, -4.255], [1.766, -1.956, -2.895], [1.159, -1.237, -1.885], [1.505, -1.596, -0.452], [2.289, -0.497, 0.293], [0.328, -2.193, 0.350], [0.200, -0.136, -2.150], [-0.364, 0.565, -1.218], [-3.117, 1.654, -3.881], [-2.382, 0.835, -2.469], [-2.781, -0.093, -3.934], [-1.008, 1.091, -5.162], [-0.462, 2.547, -2.555], [-1.271, 3.296, -3.973], [0.428, 2.777, -4.076], [0.398, -0.487, -5.610], [2.008, -2.301, -5.031], [2.465, -2.749, -2.622], [2.219, -2.428, -0.520], [1.775, 0.460, 0.396], [3.200, -0.298, -0.278], [2.596, -0.833, 1.290], [-0.529, -1.536, 0.505], [0.663, -2.546, 1.333], [-0.039, -3.062, -0.203]], "lowdin_charge": [0.403, 0.434, -0.783, -0.159, -0.207, -0.001, -0.205, -0.150, 0.078, 0.083, 0.084, 0.084, -0.109, -0.413, -0.109, -0.194, -0.136, -0.199, -0.140, -0.194, -0.403, -0.097, -0.096, -0.447, -0.160, 0.051, 0.042, 0.063, 0.103, 0.042, 0.051, 0.063, 0.076, 0.039, 0.078, 0.105, 0.029, 0.070, 0.063, 0.031, 0.062, 0.070], "gap_ev": 3.64, "total_charge": -2, "e_homo_ev": 1.083}

=====

Quick rundown of energy, same order as above: -26995.626, -8672.343, -8362.412, -86500.771 eV